(1)
C22H57O18P4 | wB97M-V/def2-TZVPD

Output
HOMO level (eV): -1.261
LUMO (Eh): 0.0440
Net charge: -1
Gap between HOMO and LUMO (eV): 2.46
Energy (Eh): -3592.2637

Geometry as XYZ:
```
101
Properties=species:S:1:pos:R:3:forces:R:3
O -2.662 0.581 2.678 -0.474 0.006 -0.079
H 8.370 -4.245 -4.856 0.172 0.138 0.140
H 3.106 3.074 -0.320 -0.005 -0.012 0.012
C 0.225 -4.554 -5.185 0.612 0.239 0.677
H -5.662 7.899 9.621 0.023 -0.014 -0.009
C 2.129 -6.457 -6.735 0.181 0.004 -0.021
H -1.456 0.120 0.645 -0.062 -0.011 -0.019
H 4.321 -3.630 -4.869 -0.036 -0.069 -0.450
H 4.265 0.234 -3.208 -0.086 -0.131 0.016
O 3.589 -0.143 1.743 0.452 -1.687 -2.154
H 6.262 -2.818 -3.889 -0.077 -0.090 0.047
H -0.123 -5.256 -4.427 -0.235 -0.105 -0.159
H -5.694 3.783 3.747 0.062 -0.024 -0.075
H 2.968 -7.100 -3.655 0.012 -0.005 -0.005
C -5.701 6.807 9.597 0.158 0.103 0.052
H -3.176 7.277 6.347 -0.022 0.000 -0.023
H 1.413 -3.003 -6.671 0.028 -0.020 -0.132
C -3.487 8.184 6.863 0.169 0.013 0.184
H -5.078 6.414 10.394 0.028 -0.030 -0.038
H -5.586 0.124 5.675 0.010 -0.019 -0.006
H -6.726 6.469 9.752 0.007 -0.018 -0.002
O 4.391 1.612 0.405 -0.118 -0.554 0.494
C 2.277 -3.414 -6.135 0.021 0.707 0.330
C 4.172 2.873 -0.205 0.110 0.066 -0.330
P -2.062 -2.027 -1.751 2.010 -0.795 3.409
H 5.540 0.349 2.256 -0.050 0.023 -0.088
C -5.593 -0.546 4.810 0.080 -0.055 0.158
H 2.008 -4.168 -4.117 0.222 0.257 -0.109
O 2.886 -2.298 -5.529 -0.585 -0.053 -0.475
O -3.339 -1.030 -1.657 0.350 -0.263 -1.989
C 6.311 -2.266 -4.839 0.037 0.373 -0.265
H -1.430 1.187 6.284 -0.001 0.017 -0.029
H -2.455 0.741 -2.320 -0.028 -0.008 0.013
O 3.290 0.552 -1.440 0.481 -2.519 1.722
H 5.380 -1.135 1.287 0.009 0.006 0.046
C -7.682 8.664 7.202 -0.085 0.154 -0.079
H 6.262 -4.046 -6.010 0.031 0.000 -0.135
H -3.488 -0.094 -3.519 -0.003 0.000 0.016
H -4.218 0.746 -2.138 -0.023 -0.038 0.037
C -0.358 -1.142 -3.531 0.377 -0.077 -0.177
O -3.117 1.304 5.153 -0.076 0.189 -0.411
P -3.680 0.894 3.678 3.666 0.204 1.445
H 1.341 -6.476 -3.550 -0.062 0.004 -0.034
P 3.222 0.456 0.238 -1.710 5.509 0.355
H 2.539 -5.873 -7.560 -0.037 0.110 0.046
H -2.473 -0.244 6.376 -0.013 -0.016 -0.054
H -7.120 9.574 7.004 0.083 -0.037 0.006
H -1.084 -0.372 -3.794 0.022 -0.057 -0.012
C 2.085 -6.857 -4.249 0.189 0.066 0.012
C -1.040 -0.869 0.474 0.022 0.210 0.180
O 1.826 0.916 0.448 0.564 -0.751 0.020
H 8.741 -4.060 -6.560 0.171 0.060 0.024
H 2.944 -3.855 -6.890 0.186 -0.124 0.125
O 5.066 -1.730 -5.173 0.434 0.114 -0.221
C -5.232 2.957 4.279 -0.022 0.164 0.078
H 0.389 -0.730 -2.858 -0.020 -0.027 0.041
H -6.401 -0.268 4.132 0.003 -0.011 -0.003
O -5.175 6.304 8.359 -2.337 0.022 0.155
C 3.994 -2.584 -4.688 -0.014 -0.398 1.401
H 0.131 -1.493 -4.437 0.018 -0.044 0.049
H -8.703 8.785 6.850 0.014 -0.079 -0.034
O -7.109 7.567 6.467 -0.465 -0.961 2.026
H 4.874 -1.129 2.982 -0.094 -0.006 -0.041
H 1.714 -7.795 -4.668 -0.097 -0.015 0.061
H -7.700 8.470 8.274 -0.011 -0.004 -0.016
H -1.608 -1.597 1.053 -0.092 -0.101 -0.203
O -4.328 -0.524 4.138 -1.644 1.177 -0.948
P -5.752 6.864 6.947 3.238 1.260 -2.233
H -6.006 2.255 4.587 0.004 0.031 -0.021
H 6.742 -2.610 -6.894 0.220 0.033 -0.031
C 8.333 -3.541 -5.689 -0.462 -0.183 -0.349
O -2.479 -3.309 -1.173 -0.306 0.136 -0.427
H 7.007 -1.430 -4.676 0.004 0.067 -0.019
O -1.005 -1.162 -0.921 -0.148 -0.094 0.016
H 5.328 0.197 -1.785 -0.014 0.107 0.080
O -5.357 5.891 5.928 -0.383 -0.201 0.260
H 1.057 -6.570 -6.909 -0.028 -0.086 0.074
H 3.511 -5.675 -5.321 -0.006 0.099 -0.055
H -0.180 -4.816 -6.162 -0.009 0.089 -0.045
C 4.923 -0.531 2.073 0.213 -0.060 0.126
O -4.909 8.256 6.966 -0.374 -0.199 -0.244
H -0.002 -0.866 0.796 -0.023 0.062 0.086
C 4.345 -0.093 -2.174 0.402 -0.022 -0.229
H 4.618 3.630 0.442 -0.021 -0.042 0.028
H 4.656 2.920 -1.183 -0.059 -0.031 -0.001
C 6.883 -3.147 -5.953 -0.296 -0.123 0.390
H 2.597 -7.443 -6.788 -0.093 -0.060 -0.074
C -3.366 0.154 -2.463 0.037 0.145 0.201
O -0.993 -2.288 -2.915 -1.980 0.969 -1.220
H 8.942 -2.663 -5.473 0.121 -0.052 0.056
H -3.033 8.215 7.855 -0.030 -0.050 0.001
O -4.288 2.337 3.378 -1.732 -1.365 -0.057
C -2.066 0.519 5.708 -0.019 -0.167 0.143
C 1.759 -4.469 -5.136 -0.091 -0.838 -0.442
H 4.243 -1.179 -2.150 -0.092 0.051 -0.302
H -3.158 9.054 6.299 -0.033 -0.011 -0.023
H -4.717 3.348 5.152 0.063 -0.037 -0.003
C 2.432 -5.844 -5.364 -0.138 -0.064 0.109
H -5.758 -1.564 5.152 0.042 -0.017 -0.028
H -1.476 0.042 4.925 0.006 0.023 -0.015
H -0.113 -3.574 -4.852 -0.436 -0.075 -0.306
```
Forces are in eV/Å.

=====

(2)
H68O34 | wB97M-V/def2-TZVPD

Output
HOMO level (eV): -9.498
LUMO (Eh): -0.0318
Energy above the lowest of the compared OMol25 structures with the same formula, charge and spin (eV): 3.8885
Gap between HOMO and LUMO (eV): 8.63
Energy (Eh): -2599.0123

Geometry as XYZ:
```
102
Properties=species:S:1:pos:R:3:forces:R:3
H 4.632 -1.164 -1.928 0.254 -0.117 0.172
O -1.150 -1.546 -1.654 -0.135 -0.256 1.153
H 0.827 -5.711 -1.016 -0.125 -0.318 0.080
O 2.117 -3.445 1.442 0.103 0.326 0.285
H -2.188 2.638 -0.016 0.079 0.104 -0.256
H -1.484 3.177 3.663 0.245 -0.070 0.476
O 4.119 -1.533 3.275 1.015 -0.018 -0.056
H 0.091 4.054 -3.423 0.015 0.367 -0.100
H 0.634 -0.621 2.987 -0.909 0.472 0.207
O 1.091 -4.811 -1.204 0.439 0.089 0.037
H 1.550 -3.352 -4.579 0.358 -0.253 -0.159
O 1.872 1.673 3.400 -0.097 0.474 0.273
O 0.227 4.134 1.547 -0.153 0.185 -0.238
H -3.143 1.124 4.018 0.285 1.102 0.091
H 1.566 -1.712 2.504 -0.106 -0.559 -0.337
H -3.607 0.479 -1.542 -0.181 0.034 0.341
O 2.237 -0.319 -0.571 -0.748 -0.018 0.226
H -3.435 -1.948 -0.586 0.437 -0.199 -0.241
H -2.313 -3.197 -5.123 -0.275 -0.044 -0.299
O 3.454 -3.663 -2.562 0.637 0.148 -0.031
H 4.173 -2.242 2.634 -0.274 -0.175 0.138
H 3.186 -1.467 3.481 -0.440 0.227 0.142
H 2.434 3.079 -2.434 -0.537 0.140 -0.329
H -1.818 -0.337 3.671 -0.339 -0.010 0.749
H 0.198 4.840 0.901 -0.153 0.283 0.026
H -1.273 -0.149 2.271 0.186 0.162 -0.502
H 0.587 0.448 0.262 0.285 0.035 0.030
O 1.494 -1.010 3.150 0.957 -0.403 -0.138
O -4.347 -2.095 -0.334 -0.235 0.239 -1.220
H -0.510 -0.450 -0.268 -0.320 -0.592 -0.642
H 0.549 -4.552 -1.949 -0.351 0.152 -0.200
H -2.422 2.655 2.596 0.105 0.221 -0.839
O -1.054 -0.523 3.125 0.222 -0.180 -0.438
O 1.837 0.079 -4.786 -0.302 0.578 -0.129
O -0.275 2.040 5.400 -0.582 -0.458 0.553
H -0.039 1.540 4.619 0.274 -0.118 -0.247
H 1.277 -2.028 5.925 0.129 0.088 0.105
H -1.780 1.407 0.766 0.595 -0.309 -0.246
H 2.891 -4.328 -2.168 -0.386 -0.324 0.315
O -2.412 3.040 3.472 -0.565 -0.269 0.450
H -4.432 2.036 1.849 0.264 0.091 -0.167
H -6.549 -0.036 -0.643 -0.149 -0.056 -0.105
O -4.025 -1.936 2.234 -0.127 -0.460 0.125
O -2.395 -3.016 -4.187 0.691 -0.524 0.087
O -2.375 2.157 0.790 -0.755 -0.112 0.664
H 5.196 -2.628 1.029 0.343 -0.012 0.263
H -0.992 2.517 -2.291 0.517 -0.333 -0.075
H -5.124 -0.412 -0.296 0.273 -0.955 0.051
H 4.906 -2.856 -0.439 0.041 -0.398 -0.445
H 0.578 2.903 -4.278 0.106 -0.287 -0.380
H 0.374 4.119 3.337 0.061 0.017 -0.502
H 2.243 0.928 3.872 0.056 -0.254 0.070
O 4.745 -2.242 0.278 -0.387 0.120 -0.121
H -3.355 0.301 -4.286 -0.182 0.066 0.744
O 1.014 -2.617 -4.280 0.348 0.024 0.275
H -3.227 1.574 -2.515 0.177 0.497 0.342
H 2.913 2.898 0.260 0.038 0.104 0.066
O -3.728 -0.246 -4.977 0.493 -0.385 -0.816
H 2.517 0.360 -4.174 0.286 0.104 0.259
O -5.389 2.045 1.848 -0.189 0.426 0.796
H -3.324 -1.348 2.515 0.208 0.315 0.211
H 0.674 3.416 1.098 0.320 -0.620 -0.070
H -4.314 -2.245 0.611 0.046 -0.019 0.866
H 2.859 -0.301 -1.299 0.672 0.271 -0.666
H 5.085 -0.232 0.268 -0.054 -0.333 0.241
O -3.423 0.209 4.035 -0.174 -0.466 0.023
O 5.186 0.654 -0.079 0.396 0.312 -0.257
H -2.744 -2.126 -4.144 -0.391 0.451 0.009
O -3.746 0.774 -2.441 0.180 -0.134 -0.572
O -0.895 -0.243 -3.992 -0.530 0.249 0.068
H 2.874 -2.917 -2.716 -0.203 0.348 -0.074
H 1.770 -0.866 -4.653 0.026 -0.734 -0.035
H -0.355 -2.014 -1.910 0.140 -0.163 -0.158
H -4.592 0.133 -5.143 -0.231 -0.033 0.027
O 3.272 2.801 -2.066 0.322 -0.319 0.096
H 2.383 1.520 -0.074 0.087 -0.570 -0.413
O 0.479 -2.250 5.445 -0.355 -0.486 0.531
H 2.126 1.529 2.488 0.146 -0.002 -0.351
O -5.740 0.321 -0.276 -0.412 0.698 0.083
H 2.711 -3.228 0.724 0.313 0.036 -0.264
H -4.582 -2.032 3.006 -0.125 -0.035 0.123
H 4.562 1.180 0.420 -0.192 0.097 0.237
O 2.370 2.191 0.608 -0.212 0.450 0.589
H 0.041 -0.109 -4.141 0.798 0.269 -0.074
H 3.548 3.536 -1.517 0.304 0.273 -0.131
H 4.836 0.045 -2.816 0.162 0.426 0.143
H 1.602 4.650 4.046 0.166 -0.035 -0.061
H -1.614 3.854 -1.950 -0.180 0.298 0.061
O 4.159 -0.545 -2.484 -0.463 -0.392 -0.648
H 0.114 -2.884 -4.466 -0.769 0.149 0.054
H 0.613 -1.883 4.572 0.163 0.221 -0.325
H 0.371 2.746 5.437 0.198 0.354 -0.304
O 0.730 4.291 4.209 0.037 0.513 0.911
H -1.277 -0.269 -4.869 -0.330 -0.025 -0.301
O -1.707 2.914 -1.793 -0.377 0.107 -0.135
H 1.798 -4.322 1.233 -0.294 -0.146 -0.027
H -1.339 -0.972 -2.396 -0.046 0.312 -0.682
H 2.393 -1.161 -0.143 0.025 -0.117 0.411
H -4.327 0.240 4.349 -0.233 0.018 0.051
O -0.340 0.239 0.374 -0.362 0.483 0.709
O 0.713 3.327 -3.430 0.007 -0.106 0.315
H -5.635 1.326 1.265 -0.089 -0.322 -0.546
```
Forces are in eV/Å.